74
Properties=species:S:1:pos:R:3:forces:R:3:mulliken_spin:R:1 method="wB97M-V/def2-TZVPD" charge=+3 lumo_energy_ev="-10.7 / -10.4" spin_multiplicity=3
W -0.322097 -0.003270 -0.100663 -0.38 -0.50 -0.30 1.42
C 1.910436 1.387752 -2.367552 -0.05 0.03 0.06 -0.02
C 1.888822 1.073435 -0.887459 0.08 -0.02 0.01 0.15
C 3.010950 0.349741 -0.351174 -0.06 0.01 -0.04 -0.01
C 4.116956 -0.082198 -1.261370 0.00 0.06 0.06 0.00
C 3.186952 0.209705 1.029435 -0.06 0.05 -0.01 0.01
C 4.430096 -0.452698 1.549026 0.00 -0.06 0.02 -0.01
C 2.255321 0.789770 1.904638 -0.03 0.06 -0.02 0.00
C 2.590285 0.831117 3.365002 -0.04 -0.05 -0.05 0.00
C 1.116015 1.513929 1.401253 0.22 -0.05 0.05 0.14
C 0.284159 2.314885 2.380286 -0.05 -0.02 -0.05 -0.01
C 1.090649 1.832701 0.014004 0.10 0.59 -0.06 -0.15
C 0.564866 3.189287 -0.417051 0.12 -0.10 0.06 -0.02
H 2.777081 2.011675 -2.596751 0.01 0.01 0.00 0.00
H 1.023213 1.910982 -2.698679 0.02 -0.02 0.01 0.01
H 2.003241 0.483183 -2.968142 -0.02 -0.01 -0.01 0.00
H 3.844247 -0.116652 -2.308968 0.00 0.00 0.00 0.00
H 4.547205 -1.038092 -0.973359 0.01 -0.02 0.00 0.00
H 4.923704 0.652500 -1.162456 0.04 0.02 -0.01 0.00
H 5.301291 0.188281 1.398999 0.04 0.03 -0.02 0.01
H 4.636192 -1.384682 1.022758 0.01 -0.02 0.01 0.00
H 4.377555 -0.682188 2.606653 0.01 0.00 0.01 0.00
H 2.798685 -0.158752 3.768670 -0.02 -0.03 0.03 0.00
H 1.840763 1.310425 3.980920 -0.03 0.00 0.01 0.00
H 3.518395 1.399616 3.478933 0.01 0.02 0.00 0.00
H 0.851585 3.177064 2.738595 0.01 0.01 -0.01 0.00
H 0.009947 1.730714 3.256281 0.00 -0.01 0.01 0.00
H -0.638153 2.676989 1.939273 0.04 -0.02 0.01 0.00
H 0.250186 3.235094 -1.451576 0.01 -0.01 0.00 0.00
H 1.413607 3.871313 -0.309476 -0.02 0.03 0.00 0.00
H -0.224744 3.564121 0.223524 0.00 0.00 -0.02 0.00
N -3.647348 0.744074 -3.151826 0.04 -0.02 0.02 0.00
C -3.672225 0.851631 -1.631483 -0.07 0.02 -0.25 0.00
C -4.981831 1.509308 -1.211024 0.03 -0.01 0.09 0.00
P -3.500544 -0.843617 -0.875248 -0.04 -0.02 -0.08 0.00
O -3.850441 -1.775109 -2.118305 -0.05 0.02 -0.08 0.00
O -4.348116 -0.985305 0.298029 -0.05 -0.03 0.08 0.00
O -1.969575 -1.010779 -0.706949 0.08 0.01 0.12 -0.02
P -2.160740 1.745500 -1.136014 0.14 -0.15 0.27 0.05
O -2.352566 3.240858 -1.521848 -0.04 0.04 0.00 0.01
O -1.836050 1.436131 0.332274 -0.14 0.21 0.01 0.04
O -1.002351 1.112648 -1.904922 0.06 -0.06 -0.07 0.03
H -4.208998 -0.064389 -3.446632 0.00 0.02 -0.01 0.00
H -2.695658 0.600414 -3.510486 -0.02 -0.01 0.00 0.00
H -4.035786 1.587742 -3.585534 0.02 0.00 -0.03 0.00
H -5.832835 0.893959 -1.505854 -0.03 0.01 0.01 0.00
H -5.089076 2.499021 -1.659346 -0.02 0.01 0.01 0.00
H -5.018377 1.593887 -0.125377 -0.02 0.01 -0.01 0.00
H -4.563580 -2.416979 -1.962085 0.03 0.03 0.02 0.00
H -2.864270 3.853872 -0.969756 0.03 -0.01 -0.02 0.00
C 1.946279 -2.247049 -1.053393 -0.03 0.04 0.02 0.02
N 0.492071 -2.071537 -0.778180 0.10 -0.14 0.06 0.16
C -0.169097 -2.477164 -2.068159 0.01 0.11 0.05 0.03
C 0.171171 -3.093793 0.288265 -0.02 0.03 -0.03 -0.01
C -0.962681 -2.677530 1.196738 0.01 0.05 -0.01 0.02
N -0.724452 -1.276894 1.691287 0.13 -0.20 0.19 0.12
C 0.344618 -1.368975 2.731525 0.00 0.02 -0.05 0.05
C -1.952681 -0.823380 2.425922 0.05 0.04 -0.10 0.05
H 2.140340 -3.290763 -1.308291 -0.02 0.01 0.00 0.00
H 2.522702 -1.993369 -0.169118 -0.01 -0.01 -0.03 -0.01
H 2.233421 -1.624400 -1.895843 -0.01 -0.04 0.02 0.00
H 0.349981 -3.350114 -2.463473 -0.03 0.00 -0.01 0.00
H -0.085688 -1.658171 -2.784106 -0.01 -0.04 0.00 -0.02
H -1.210087 -2.716626 -1.906125 -0.02 -0.03 -0.03 0.01
H 1.077551 -3.243081 0.873672 -0.03 0.02 0.01 -0.01
H -0.048844 -4.049318 -0.192444 -0.02 0.03 0.03 0.00
H -1.004608 -3.341819 2.063249 0.01 -0.01 -0.05 0.00
H -1.929694 -2.716071 0.711629 0.03 -0.02 0.00 0.00
H 0.077861 -2.149483 3.446569 -0.01 0.02 -0.02 0.00
H 0.396338 -0.426294 3.261800 0.05 0.02 0.01 0.01
H 1.306617 -1.603785 2.283901 0.01 0.01 0.02 -0.02
H -2.108292 -1.494359 3.271780 -0.04 0.02 0.00 0.00
H -2.817488 -0.854078 1.771215 -0.01 0.01 0.08 -0.01
H -1.792397 0.189417 2.790368 -0.03 -0.02 0.01 -0.01


76
Properties=species:S:1:pos:R:3:forces:R:3:lowdin_charge:R:1 method="wB97M-V/def2-TZVPD" charge=-2 lumo_energy_ev=3.9
Pt -1.013911 -0.748663 0.757957 -0.04 -0.44 0.05 0.23
S -5.473620 -2.245869 2.544142 0.02 0.01 -0.02 -0.30
Sb -3.343886 -2.878939 1.967543 -0.08 -0.13 0.04 -0.20
S -1.748424 -1.306470 2.861992 0.06 -0.04 -0.03 -0.11
S -2.822600 -2.107061 -0.229782 0.12 -0.02 -0.06 -0.14
S -2.780703 -5.049991 2.338434 0.01 0.01 0.00 -0.35
S -2.146399 3.325907 0.247573 0.11 0.19 -0.08 0.55
C -3.343282 2.290678 -0.306362 -0.24 -0.22 -0.01 -0.82
N -3.712240 1.206213 0.443869 -0.09 0.07 0.00 0.05
C -4.689671 0.325228 0.136314 0.12 0.07 0.18 -0.17
C -5.410157 0.489207 -1.013182 -0.04 0.16 -0.10 -0.09
C -5.066367 1.561514 -1.856166 -0.12 -0.12 0.12 -0.11
C -4.065709 2.433716 -1.524735 0.14 0.07 0.11 -0.14
H -3.148723 1.022119 1.273617 -0.01 -0.04 -0.04 0.10
H -4.860592 -0.470259 0.862643 -0.09 0.14 -0.13 -0.02
H -6.195132 -0.209481 -1.257499 0.01 -0.03 0.00 0.10
H -5.606127 1.703505 -2.787279 0.00 0.00 0.00 0.10
H -3.794871 3.265986 -2.158130 -0.01 -0.01 -0.02 0.09
C 4.186442 -1.864166 1.309880 0.00 -0.01 0.02 -0.23
Si 2.387702 -1.841296 0.696479 0.07 0.02 0.00 0.32
C 1.658926 -3.533476 1.058406 -0.03 -0.02 -0.01 -0.22
C 2.479185 -1.658723 -1.190933 0.01 0.00 0.02 -0.23
Si 1.064597 -0.144852 1.607778 -0.05 0.22 -0.02 0.17
Si 1.515106 -0.172729 3.898144 0.01 0.02 0.04 0.30
C 3.218229 0.596787 4.255033 0.01 -0.01 0.01 -0.23
C 1.589803 -1.926570 4.583059 -0.02 -0.03 -0.02 -0.23
C 0.297413 0.838392 4.920993 0.02 0.03 0.00 -0.23
Si 1.949572 1.885958 0.854785 -0.01 0.07 -0.02 0.33
C 1.340301 3.322191 1.918874 -0.01 -0.01 0.04 -0.23
C 3.849129 1.959483 0.844971 0.00 -0.02 0.00 -0.23
C 1.442394 2.294970 -0.920904 -0.07 -0.01 -0.03 -0.24
H 4.755836 -2.657949 0.814721 0.00 0.00 -0.01 0.02
H 4.222611 -2.048680 2.387282 0.00 0.00 -0.01 0.01
H 4.687470 -0.912184 1.120409 0.01 0.00 0.00 0.00
H 2.223890 -4.324079 0.552464 -0.01 0.00 0.01 0.02
H 0.617597 -3.579359 0.729456 0.01 -0.01 -0.01 0.02
H 1.655460 -3.746238 2.129814 0.01 0.01 0.00 0.02
H 3.154524 -2.403774 -1.624784 -0.01 0.00 0.00 0.02
H 2.829620 -0.664952 -1.484138 0.02 -0.01 0.01 0.00
H 1.483809 -1.804954 -1.616118 -0.03 0.01 0.00 0.00
H 4.014328 0.107557 3.687152 -0.02 -0.01 0.02 0.01
H 3.452526 0.503680 5.320900 0.01 0.00 0.01 0.02
H 3.232007 1.660089 4.001285 0.00 -0.01 0.01 0.00
H 2.463316 -2.454738 4.189934 0.00 -0.01 0.01 0.01
H 0.695583 -2.488489 4.303795 0.02 0.04 0.02 0.01
H 1.665380 -1.908441 5.674721 0.01 -0.01 0.02 0.02
H 0.383562 1.900206 4.676582 -0.01 0.01 -0.01 0.01
H 0.503419 0.713692 5.989499 0.00 0.01 0.00 0.02
H -0.729702 0.530648 4.725421 -0.01 -0.02 0.00 -0.02
H 1.734329 3.262787 2.937105 0.01 0.00 -0.01 0.00
H 0.248998 3.296326 1.978530 0.03 0.00 -0.02 -0.01
H 1.636800 4.285378 1.491707 0.01 0.01 0.00 0.02
H 4.273666 1.746812 1.828314 -0.01 0.00 -0.01 0.00
H 4.190489 2.951190 0.529700 0.00 0.01 0.00 0.02
H 4.254683 1.225674 0.142638 0.00 0.01 -0.01 0.01
H 0.357987 2.432305 -0.982023 0.12 0.04 0.04 -0.02
H 1.727287 1.487691 -1.600756 0.04 0.00 -0.01 0.00
H 1.931427 3.217089 -1.251287 0.01 0.03 0.00 0.03
N -0.703096 -0.073242 -1.116523 -0.11 -0.01 -0.05 0.00
C -0.934083 0.364365 -2.152273 0.07 0.11 0.13 -0.25
N -1.284864 0.876298 -3.332308 -0.05 -0.06 -0.08 -0.06
C -0.177643 1.042827 -4.283874 0.02 -0.02 -0.01 -0.15
C 0.243803 -0.298955 -4.874342 -0.03 0.03 0.00 -0.18
C -0.959124 -1.013835 -5.492366 0.00 -0.01 0.01 -0.20
C -2.101110 -1.149653 -4.484304 0.02 0.02 0.01 -0.17
C -2.472644 0.209279 -3.905528 0.04 -0.06 -0.01 -0.15
H 0.641291 1.538294 -3.762804 -0.01 -0.01 -0.01 0.11
H -0.536023 1.716201 -5.067334 -0.01 0.00 -0.01 0.12
H 0.672256 -0.911652 -4.074751 0.00 -0.01 0.00 0.11
H 1.029226 -0.144024 -5.618780 0.00 0.00 0.01 0.11
H -0.662602 -1.997328 -5.862457 0.00 0.00 0.00 0.11
H -1.309789 -0.438910 -6.359295 0.00 0.00 0.00 0.11
H -1.806442 -1.805064 -3.658227 0.00 0.00 -0.01 0.12
H -2.979876 -1.602657 -4.948307 0.00 0.00 0.00 0.11
H -3.219943 0.119596 -3.117631 0.05 0.00 -0.04 0.11
H -2.862622 0.877835 -4.678712 0.00 0.01 -0.01 0.12


74
Properties=species:S:1:pos:R:3:forces:R:3:nbo_charge:R:1 method="wB97M-V/def2-TZVPD" charge=+1 lumo_energy_ev=-2.0 smiles=CN[C@@H]1[C@@H](O)[C@@H](O[C@@H]2[C@@H](O)[C@H](O[C@H]3O[C@H]([C@@H](C)[NH3+])CC[C@H]3N)[C@@H](N)C[C@H]2N)OC[C@]1(C)O
C -0.496455 4.326570 -0.498776 -0.17 0.20 0.05 -0.44
N -0.228137 3.057212 0.190980 -0.29 -0.07 0.29 -0.63
C -1.117955 1.924371 -0.131351 -0.45 -0.06 -0.23 -0.11
C -1.037934 1.513982 -1.614223 -0.52 -0.07 0.41 0.05
O 0.257018 1.087551 -1.966029 0.27 -0.27 -0.24 -0.75
C -2.008687 0.328412 -1.867177 0.30 0.21 -0.66 0.38
O -1.368132 -0.756125 -1.260160 -0.09 0.08 0.07 -0.58
C -1.937471 -2.046622 -1.418820 -0.27 -0.50 -0.09 0.07
C -1.700752 -2.799401 -0.104616 0.19 0.72 0.29 0.08
O -2.153750 -4.115796 -0.156120 0.05 -0.36 -0.11 -0.73
C -0.198255 -2.691857 0.260737 -0.21 -0.16 -0.22 0.09
O -0.086786 -1.477694 0.992733 0.26 0.25 0.27 -0.56
C 1.185232 -1.112691 1.445490 0.00 -0.50 0.66 0.36
O 1.624277 -0.014954 0.651114 -0.05 0.16 -0.11 -0.58
C 2.370796 0.967814 1.358489 0.49 0.45 0.10 0.08
C 3.141422 1.809930 0.329030 0.11 -0.50 0.28 -0.04
C 4.147678 0.993104 -0.469258 -0.06 0.18 0.15 -0.64
N 2.166017 2.424515 -0.599200 0.02 -0.07 -0.18 -0.77
C 3.292580 0.311410 2.385478 -0.32 0.15 -0.07 -0.43
C 2.430490 -0.292120 3.496465 -0.06 -0.09 -0.17 -0.41
C 1.076366 -0.755446 2.939887 0.05 -0.20 -0.23 -0.08
N 0.074280 0.300215 3.081175 -0.24 0.04 0.01 -0.87
C 0.728113 -2.736114 -0.968486 -0.14 -0.09 -0.08 -0.07
N 2.001781 -3.327853 -0.586077 0.26 -0.06 -0.02 -0.84
C 0.046079 -3.475475 -2.129482 0.01 0.34 0.03 -0.45
C -1.274384 -2.824258 -2.576253 0.19 0.41 0.03 -0.07
N -2.190669 -3.887712 -2.971540 -0.18 -0.07 -0.16 -0.85
O -3.297518 0.545786 -1.386801 -0.09 -0.09 -0.08 -0.54
C -3.334305 0.829458 0.003686 0.07 0.28 0.29 -0.10
C -2.607194 2.155854 0.264421 0.24 -0.60 0.33 0.23
C -2.732235 2.569691 1.732330 -0.11 -0.13 -0.53 -0.64
O -3.193096 3.162253 -0.537266 -0.22 0.21 -0.12 -0.74
H 0.139237 5.094762 -0.062433 0.09 0.02 -0.03 0.21
H -1.536832 4.636052 -0.415004 0.11 0.03 -0.05 0.24
H -0.248560 4.225375 -1.553219 0.02 0.04 -0.08 0.20
H -0.313035 3.207459 1.194004 0.09 -0.02 -0.04 0.40
H -0.741988 1.074033 0.451102 -0.05 0.08 -0.02 0.25
H -1.297667 2.348402 -2.269604 -0.05 -0.12 0.06 0.20
H 0.358647 0.220612 -1.533478 -0.01 0.07 -0.06 0.51
H -2.134123 0.169244 -2.950181 0.08 -0.01 0.21 0.18
H -3.014178 -1.955930 -1.608589 0.08 -0.01 0.02 0.21
H -2.239604 -2.296560 0.710163 0.08 0.02 -0.14 0.18
H -2.255551 -4.382932 -1.088087 -0.10 -0.04 0.00 0.50
H 0.044442 -3.537878 0.920153 -0.08 0.03 -0.11 0.20
H 1.888369 -1.948394 1.315090 -0.15 0.20 -0.02 0.20
H 1.671217 1.623578 1.899698 0.11 -0.06 -0.14 0.20
H 3.648029 2.614954 0.870049 -0.12 -0.05 -0.03 0.21
H 4.977371 0.686432 0.158879 0.10 -0.06 0.05 0.23
H 3.664735 0.103742 -0.865181 -0.02 -0.11 -0.09 0.23
H 4.550534 1.580004 -1.291284 0.08 0.03 -0.10 0.22
H 1.149314 2.735660 -0.132549 0.24 -0.01 -0.05 0.45
H 2.585483 3.196589 -1.114129 -0.05 -0.12 -0.01 0.41
H 1.821821 1.720704 -1.275841 0.14 0.42 0.12 0.45
H 3.984134 1.046619 2.794436 0.11 0.02 -0.03 0.22
H 3.868221 -0.471575 1.892610 0.11 0.02 -0.06 0.22
H 2.951865 -1.129615 3.956964 0.01 0.01 0.08 0.23
H 2.240954 0.454917 4.267908 0.03 -0.04 0.08 0.22
H 0.765660 -1.682162 3.448965 0.08 0.13 -0.16 0.20
H -0.771561 -0.021496 2.618991 -0.07 0.00 0.14 0.37
H -0.144691 0.426940 4.064883 -0.04 0.02 -0.10 0.37
H 0.939072 -1.704466 -1.270568 -0.05 -0.11 0.03 0.19
H 2.638884 -3.334770 -1.376029 0.01 -0.06 0.07 0.36
H 1.866270 -4.292697 -0.299374 0.04 0.01 -0.04 0.36
H 0.735079 -3.524053 -2.976122 0.01 -0.07 0.04 0.22
H -0.159954 -4.498548 -1.805768 0.04 -0.03 -0.03 0.22
H -1.070070 -2.102302 -3.387783 -0.04 -0.13 0.17 0.18
H -1.777439 -4.469481 -3.692201 -0.06 -0.02 0.04 0.38
H -3.059953 -3.513888 -3.337134 0.02 -0.04 -0.04 0.38
H -2.877653 0.015987 0.576174 -0.04 0.04 0.03 0.19
H -4.393055 0.911111 0.254346 0.09 0.03 0.08 0.21
H -2.449127 3.612709 1.848168 0.07 0.10 0.06 0.22
H -3.768116 2.478778 2.046437 -0.11 0.02 0.07 0.24
H -2.111533 1.944258 2.367537 0.10 -0.05 0.13 0.22
H -3.703061 2.743819 -1.242375 0.04 0.01 -0.02 0.49


What are the max |F| values for these records? In order: 0.0136 0.0087 0.0160 hartree/bohr.